*a*
Molecular formula: H12O6
Method: DFT, the ωB97M-V functional and the def2-TZVPD basis

The geometry in XYZ format:
```
18
Properties=species:S:1:pos:R:3
O -1.828 0.188 1.537
H -2.346 0.776 2.081
H -0.972 0.646 1.401
O 1.110 -0.317 -1.897
H 0.941 0.198 -2.721
H 0.233 -0.748 -1.718
O -1.910 1.041 -1.407
H -1.414 1.866 -1.464
H -2.073 0.913 -0.456
O -1.165 -1.775 -0.754
H -1.531 -0.911 -0.767
H -0.982 -1.842 0.201
O 0.677 1.079 0.913
H 1.000 1.107 0.005
H 1.406 0.499 1.328
O 2.731 -0.799 1.497
H 3.585 -0.434 1.346
H 2.539 -1.487 0.873
```

Its LUMO energy is 0.016 hartree. The value obtained for the highest occupied orbital energy is -11.25 eV.

---

*b*
Molecular formula: H12O6
Method: DFT, the ωB97M-V functional and the def2-TZVPD basis

The geometry in XYZ format:
```
18
Properties=species:S:1:pos:R:3
O 2.079 -1.524 2.779
H 1.746 -2.351 2.469
H 1.249 -1.111 3.145
O -1.952 -0.931 -0.506
H -1.587 -0.780 -1.370
H -2.827 -0.628 -0.558
O -1.145 -0.657 2.571
H -0.765 -0.707 1.671
H -1.823 0.073 2.426
O 0.152 0.276 -3.002
H -0.239 -0.239 -3.633
H -0.236 1.091 -2.655
O -0.425 3.295 -1.607
H 0.484 3.094 -1.147
H -0.986 3.141 -0.843
O 1.481 -0.463 -0.245
H 1.486 -1.370 0.019
H 1.967 -0.168 0.564
```

Its LUMO energy is 0.008 hartree. The value obtained for the highest occupied orbital energy is -11.30 eV.

---

The least stable of them is *b*.

---

*a*
Molecular formula: H12O6
Method: DFT, the ωB97M-V functional and the def2-TZVPD basis

The geometry in XYZ format:
```
18
Properties=species:S:1:pos:R:3
O -0.475 -1.935 -1.240
H -0.087 -2.792 -1.066
H 0.259 -1.393 -1.527
O -2.521 -2.421 -0.302
H -1.648 -2.170 -0.604
H -2.423 -3.327 -0.009
O -0.311 -0.069 0.578
H 0.629 -0.218 0.474
H -0.721 -0.711 -0.001
O 0.705 1.929 -0.605
H 0.005 1.406 -0.995
H 0.724 2.732 -1.126
O 2.183 1.632 0.768
H 1.336 1.852 0.380
H 2.769 1.524 0.019
O -0.090 1.707 1.757
H 0.204 1.070 2.407
H -0.537 1.184 1.092
```

Its LUMO energy is -0.016 hartree. The value obtained for the highest occupied orbital energy is -9.48 eV.

---

*b*
Molecular formula: H12O6
Method: DFT, the ωB97M-V functional and the def2-TZVPD basis

The geometry in XYZ format:
```
18
Properties=species:S:1:pos:R:3
O -0.763 3.622 -0.942
H -0.153 2.971 -0.646
H -1.628 3.376 -0.629
O 0.051 -0.082 -1.104
H 0.356 -0.861 -0.624
H 0.700 0.602 -0.832
O 1.080 -1.644 0.773
H 1.883 -1.935 0.344
H 1.452 -1.193 1.495
O 1.329 2.036 0.029
H 0.669 1.732 0.699
H 2.152 1.549 0.148
O -2.461 0.237 -0.391
H -2.404 1.212 -0.335
H -1.609 0.145 -0.838
O -0.324 -4.097 0.622
H -0.209 -4.516 1.483
H -0.122 -3.157 0.747
```

Its LUMO energy is -0.023 hartree. The value obtained for the highest occupied orbital energy is -10.58 eV.

---

The least stable of them is *a*.

---

*a*
Molecular formula: H12O6
Method: DFT, the ωB97M-V functional and the def2-TZVPD basis

The geometry in XYZ format:
```
18
Properties=species:S:1:pos:R:3
O 13.543 -8.535 -1.723
H 13.185 -9.097 -2.414
H 14.310 -8.008 -1.515
O -1.727 1.884 -0.267
H -0.857 1.711 0.063
H -2.032 2.784 -0.357
O 7.726 7.811 7.945
H 8.049 8.661 8.290
H 6.816 7.875 7.683
O -11.852 5.916 -5.680
H -12.013 6.333 -6.521
H -12.326 6.350 -4.975
O -7.584 -0.658 8.344
H -7.507 0.083 8.956
H -8.008 -0.311 7.539
O 0.149 -7.568 -8.848
H -0.307 -8.270 -8.370
H 0.434 -6.960 -8.152
```

Its LUMO energy is 0.040 hartree. The value obtained for the highest occupied orbital energy is -11.42 eV.

---

*b*
Molecular formula: H12O6
Method: DFT, the ωB97M-V functional and the def2-TZVPD basis

The geometry in XYZ format:
```
18
Properties=species:S:1:pos:R:3
O 1.159 0.075 -2.640
H 2.051 0.157 -2.615
H 1.001 0.677 -3.368
O -0.528 0.632 -0.461
H -0.642 -0.084 -0.029
H 0.085 0.331 -1.257
O 0.202 1.442 1.897
H -0.155 1.295 0.977
H 0.766 0.885 2.284
O -3.117 1.007 -1.460
H -3.659 1.228 -0.742
H -2.283 0.797 -1.202
O -0.141 -1.945 0.810
H -0.972 -1.950 0.409
H 0.325 -2.689 0.547
O 1.775 -0.412 2.553
H 1.398 -0.861 1.892
H 2.735 -0.585 2.404
```

Its LUMO energy is 0.001 hartree. The value obtained for the highest occupied orbital energy is -9.66 eV.

---

*c*
Molecular formula: H12O6
Method: DFT, the ωB97M-V functional and the def2-TZVPD basis

The geometry in XYZ format:
```
18
Properties=species:S:1:pos:R:3
O 2.500 1.974 0.040
H 2.277 1.074 0.301
H 2.926 2.294 0.814
O -0.188 2.667 -0.326
H 0.604 2.163 -0.199
H -0.844 2.190 0.183
O -1.650 -2.033 -1.772
H -2.106 -2.708 -2.242
H -2.128 -2.146 -0.927
O 1.257 -1.127 2.580
H 0.656 -1.673 3.042
H 2.025 -0.954 3.182
O 0.573 -0.591 -0.303
H 0.133 -1.248 -0.839
H 0.628 -0.995 0.571
O -2.330 0.676 -1.588
H -2.193 0.651 -0.614
H -2.138 -0.215 -1.906
```

Its LUMO energy is -0.001 hartree. The value obtained for the highest occupied orbital energy is -9.97 eV.

---

*d*
Molecular formula: H12O6
Method: DFT, the ωB97M-V functional and the def2-TZVPD basis

The geometry in XYZ format:
```
18
Properties=species:S:1:pos:R:3
O -1.411 0.966 -0.672
H -1.533 0.608 -1.550
H -0.563 1.347 -0.629
O -1.096 -1.172 0.786
H -1.340 -0.396 0.345
H -1.672 -1.966 0.776
O -0.151 2.456 2.293
H 0.006 1.987 1.541
H -0.600 1.715 2.706
O 1.247 -1.209 0.480
H 0.348 -1.526 0.645
H 1.988 -1.864 0.756
O 1.411 1.315 -0.237
H 2.143 1.599 -0.790
H 1.635 0.461 0.336
O -0.297 -1.101 -2.323
H -0.532 -1.970 -2.645
H 0.416 -1.250 -1.816
```

Its LUMO energy is 0.009 hartree. The value obtained for the highest occupied orbital energy is -10.90 eV.

---

The least stable of them is *b*.

---

*a*
Molecular formula: H12O6
Method: DFT, the ωB97M-V functional and the def2-TZVPD basis

The geometry in XYZ format:
```
18
Properties=species:S:1:pos:R:3
O -0.735 -0.283 -0.246
H -0.111 -0.332 -0.931
H -1.001 -1.210 -0.409
O -1.852 3.736 0.441
H -2.728 3.883 0.037
H -2.153 3.802 1.439
O -6.244 -2.115 -0.794
H -5.275 -2.284 -0.916
H -6.583 -2.946 -0.751
O 1.913 -2.311 3.003
H 1.283 -1.613 2.690
H 2.701 -1.998 3.344
O 4.795 -1.821 -1.980
H 3.896 -1.791 -1.621
H 4.818 -1.154 -2.728
O 2.155 2.579 -0.238
H 2.361 3.190 -0.875
H 2.761 2.669 0.537
```

Its LUMO energy is 0.011 hartree. The value obtained for the highest occupied orbital energy is -11.25 eV.

---

*b*
Molecular formula: H12O6
Method: DFT, the ωB97M-V functional and the def2-TZVPD basis

The geometry in XYZ format:
```
18
Properties=species:S:1:pos:R:3
O -0.119 0.578 0.657
H -0.312 0.672 1.589
H -0.738 1.166 0.223
O -3.168 3.084 -2.537
H -2.567 3.111 -3.282
H -3.348 4.003 -2.341
O -4.424 -1.555 -4.535
H -4.434 -1.095 -5.374
H -3.994 -0.947 -3.933
O 1.658 1.194 5.734
H 1.145 0.971 6.511
H 2.489 1.519 6.080
O 4.672 -0.523 -0.632
H 3.886 -0.320 -0.124
H 5.365 -0.010 -0.217
O 1.191 -4.194 0.441
H 0.876 -3.304 0.598
H 1.825 -4.351 1.141
```

Its LUMO energy is 0.017 hartree. The value obtained for the highest occupied orbital energy is -11.29 eV.

---

*c*
Molecular formula: H12O6
Method: DFT, the ωB97M-V functional and the def2-TZVPD basis

The geometry in XYZ format:
```
18
Properties=species:S:1:pos:R:3
O -4.142 13.014 13.539
H -3.964 13.938 13.713
H -5.091 12.970 13.423
O -2.370 10.919 16.586
H -3.015 10.310 16.225
H -1.585 10.779 16.056
O -1.450 12.680 18.822
H -0.827 13.343 18.524
H -1.786 12.288 18.016
O -7.255 14.585 17.558
H -7.733 13.756 17.585
H -6.594 14.458 16.878
O -4.427 15.339 17.960
H -4.236 14.511 17.518
H -5.299 15.216 18.334
O -4.119 13.098 16.376
H -3.477 12.494 16.748
H -4.167 12.857 15.450
```

Its LUMO energy is 0.003 hartree. The value obtained for the highest occupied orbital energy is -10.28 eV.

---

The least stable of them is *a*.